DFT (ωB97M-V/def2-TZVPD) results for C5H11O3Yb as an isolated structure in a non-equilibrium geometry.

Last column: Mulliken charge in e.
Cartesian coordinates (Å):
O (-2.2013, -1.5443, -0.8589)  -0.43
C (-1.5995, -0.9704, -1.9215)  -0.36
C (-1.6553, 0.5255, -1.5611)  -0.52
O (-0.9425, 0.6951, -0.3372)  -0.17
C (0.4004, 1.1368, -0.4752)  -0.43
C (1.0782, 0.9493, 0.8558)  -0.50
O (0.9098, -0.4112, 1.2277)  -0.06
C (1.6356, -0.7767, 2.3915)  -0.71
Yb (-1.2337, -1.3272, 0.9247)  -0.31
H (-0.8174, -0.9034, -2.7134)  0.23
H (-2.6818, 0.8523, -1.3408)  0.27
H (-1.2240, 1.1221, -2.3803)  0.44
H (0.4203, 2.1967, -0.7687)  0.35
H (0.9098, 0.5418, -1.2485)  0.35
H (0.6363, 1.6025, 1.6257)  0.33
H (2.1475, 1.1920, 0.7652)  0.40
H (1.5927, -1.8681, 2.4745)  0.23
H (2.6804, -0.4505, 2.2955)  0.32
H (1.1865, -0.3181, 3.2849)  0.32
H (-1.2420, -2.2442, -2.2401)  0.25

Summary:
spin multiplicity	2
M	292.18	g mol⁻¹
strongest force on any atom	3.04	eV/A
<S²>	0.940
frontier orbital gap (alpha / beta)	0.1549 / 0.1419	Eh
relative energy (zero: lowest compared OMol25 entry of this formula, charge and spin)	182.9	kcal per mole
HOMO (alpha / beta)	-4.6 / -4.4	eV
E_LUMO (alpha / beta)	-0.396 / -0.568	eV